(1)
Entry from the Open Molecules 2025 dataset: a single C8H14 molecule (ωB97M-V with the def2-TZVPD basis set).

Each atom is followed by the atoms it is bonded to, with distances in Å.
Positions of all 22 atoms, in Å:
1 C 0.634 -2.517 2.162  C2 1.778, H9 1.100, H10 1.128, H11 1.218
2 C 0.751 -0.839 1.588  C1 1.778, C3 1.433, H12 1.126, H13 1.070
3 C -0.463 -0.265 1.087  C2 1.433, C4 1.564, H15 1.075
4 C -0.970 0.016 -0.365  C3 1.564, C5 1.510, C8 1.532, H14 1.103
5 C 0.071 0.726 -1.198  C4 1.510, C6 1.339, H16 1.141
6 C 0.273 2.009 -0.869  C5 1.339, C7 1.401, H17 1.108
7 C 0.960 2.935 -1.666  C6 1.401, H18 1.098, H19 1.100
8 C -1.343 -1.257 -1.133  C4 1.532, H20 1.075, H21 1.151, H22 1.104
9 H 0.166 -3.360 1.633  C1 1.100
10 H -0.089 -2.367 3.015  C1 1.128
11 H 1.723 -2.633 2.694  C1 1.218
12 H 1.640 -0.855 0.898  C2 1.126
13 H 1.309 -0.469 2.423  C2 1.070
14 H -1.800 0.744 -0.377  C4 1.103
15 H -1.313 -0.081 1.719  C3 1.075
16 H 0.965 0.137 -1.593  C5 1.141
17 H 0.089 2.321 0.177  C6 1.108
18 H 1.332 2.570 -2.633  C7 1.098
19 H 0.750 4.012 -1.599  C7 1.100
20 H -1.691 -1.021 -2.122  C8 1.075
21 H -0.437 -1.964 -1.197  C8 1.151
22 H -2.122 -1.888 -0.672  C8 1.104

Output
- LUMO level (hartree) = -0.0501
- orbital gap (eV) = 4.84
- HOMO energy (eV) = -6.21

(2)
Entry from the Open Molecules 2025 dataset: a single C8H14 molecule (ωB97M-V with the def2-TZVPD basis set).

Each atom is followed by the atoms it is bonded to, with distances in Å.
Positions of all 22 atoms, in Å:
1 C -2.376 1.171 0.937  C2 1.526, H9 1.090, H10 1.089, H11 1.088
2 C -1.438 0.113 0.365  C1 1.526, C3 1.523, H12 1.097, H13 1.094
3 C -0.460 0.646 -0.674  C2 1.523, C4 1.521, H14 1.090, H15 1.106
4 C 0.922 0.064 -0.419  C3 1.521, C5 1.337, C8 1.492
5 C 1.385 -1.122 -0.825  C4 1.337, C6 1.526, H16 1.081
6 C 0.794 -1.764 -2.078  C5 1.526, H17 1.094, H18 1.086, H19 1.090
7 C 1.954 0.239 1.899  C8 1.323, H20 1.083, H21 1.084
8 C 1.539 0.752 0.753  C4 1.492, C7 1.323, H22 1.091
9 H -3.225 1.328 0.271  C1 1.090
10 H -2.845 0.807 1.850  C1 1.089
11 H -1.887 2.075 1.294  C1 1.088
12 H -2.054 -0.698 -0.041  C2 1.097
13 H -0.951 -0.493 1.135  C2 1.094
14 H -0.393 1.734 -0.677  C3 1.090
15 H -0.910 0.598 -1.683  C3 1.106
16 H 2.152 -1.682 -0.308  C5 1.081
17 H -0.235 -2.086 -1.892  C6 1.094
18 H 1.428 -2.581 -2.407  C6 1.086
19 H 0.731 -1.015 -2.867  C6 1.090
20 H 2.003 -0.824 2.099  C7 1.083
21 H 2.333 0.907 2.664  C7 1.084
22 H 1.531 1.833 0.603  C8 1.091

Output
- LUMO level (hartree) = 0.0416
- structure (SMILES) = C=C/C(=C/C)CCC
- orbital gap (eV) = 9.74
- HOMO energy (eV) = -8.61

Most stable structure among those shown: (2). Next: +124.1 kcal/mol.